C3H9NO2 | ωB97M-V with the def2-TZVPD basis set

Element x y z (Å)
O: -0.59640 -2.63988 -1.91519
O: 0.01910 1.47119 0.83389
N: -0.13312 -1.60878 0.04081
C: 0.30655 -0.43395 -2.06873
C: -0.21633 -1.64249 -1.34251
C: -0.11604 1.58281 2.27585
H: 0.03944 0.58476 -1.80765
H: -0.48266 0.61155 2.59682
H: 0.04009 -0.58270 -3.11883
H: 0.62572 2.13628 0.49373
H: -0.66663 -2.38465 0.40783
H: 1.39964 -0.48916 -2.06027
H: 0.86158 1.72817 2.72875
H: -0.84090 2.36976 2.46027
H: -0.24005 -0.70293 0.47522

total charge	0
gap between HOMO and LUMO	10.195	eV
energy relative to the best compared isomer or geometry (same formula, charge and spin)	90.23	kJ/mol
2S+1	1
SMILES	CC(N)=O.CO



C38H26N7P2PdSe3 | ωB97M-V with the def2-TZVPD basis set

Element x y z (Å)
Pd: 0.54201 0.56158 0.92722
Se: 6.38457 3.51513 -0.88786
Se: 2.22857 -0.52989 2.30879
Se: -6.38353 1.60777 4.10944
P: 2.87936 1.20745 1.10866
P: 4.67002 3.27595 -2.09913
N: 2.67557 1.80991 -2.87961
N: -1.29775 1.87415 0.57000
N: -5.29779 2.65599 3.14940
N: 1.72786 0.73786 -1.25537
N: -1.47285 -0.77016 1.15702
N: -5.45753 0.12478 3.72988
N: 1.67174 1.02535 -2.54734
C: 5.12112 3.37533 -6.18337
C: 2.80679 1.33913 -0.71932
C: 6.68727 1.60248 2.65095
C: -4.36425 1.89371 2.65815
C: -1.18454 3.15850 0.26469
C: 4.70480 1.12136 1.36378
C: 2.34055 4.87048 -2.01743
C: 6.04434 1.88511 -4.03556
C: 5.44497 0.22911 0.59252
C: -2.07099 4.13214 0.71981
C: 2.72401 5.28110 1.66934
C: -2.32714 1.48182 1.33112
C: 3.42348 2.03495 -1.77133
C: -2.42237 0.02876 1.65560
C: 1.51025 3.02912 2.74102
C: -4.45320 0.48049 2.98215
C: -3.26592 2.38671 1.81948
C: 6.79220 0.02883 0.84203
C: 5.15912 2.93805 -3.81826
C: -3.12558 3.73939 1.51296
C: -3.44683 -0.45390 2.46738
C: -3.47524 -1.81306 2.77317
C: 4.42515 6.03744 -2.28467
C: 2.36971 7.27508 -2.14549
C: 3.75222 7.24802 -2.29105
C: 3.12613 4.01363 1.26759
C: -2.49439 -2.62941 2.25510
C: 1.66908 6.08752 -2.00513
C: 5.99733 2.32361 -6.39812
C: 3.72386 4.83925 -2.15375
C: 1.71443 5.42489 2.61176
C: 5.33421 1.79065 2.40605
C: 7.41973 0.72237 1.86794
C: 6.45645 1.57530 -5.31968
C: 1.12071 4.29337 3.15932
C: 4.69672 3.67893 -4.89535
C: -1.51196 -2.05791 1.44763
C: 2.50427 2.87872 1.77833
H: 1.03475 2.13705 3.13706
H: -3.84302 4.44749 1.90584
H: 6.32137 2.08261 -7.40292
H: 1.79078 3.94282 -1.92461
H: 0.34266 4.39431 3.90693
H: -0.33311 3.41412 -0.35626
H: 1.39759 6.41200 2.92650
H: 4.75415 3.95630 -7.02019
H: -2.47189 -3.68922 2.46724
H: 7.17086 2.14610 3.45349
H: 4.95767 -0.31085 -0.21168
H: 0.59268 6.10322 -1.88634
H: -0.70697 -2.65333 1.03145
H: 4.30704 8.17226 -2.39443
H: 3.20536 6.15264 1.24181
H: 3.99113 4.48441 -4.73743
H: 4.76872 2.47431 3.02754
H: 7.13899 0.75052 -5.48118
H: 7.35938 -0.65686 0.22448
H: -4.26061 -2.19572 3.41152
H: 6.41493 1.31785 -3.18979
H: 1.84359 8.22176 -2.13708
H: 3.94658 3.91997 0.56623
H: 5.50634 6.00955 -2.35151
H: -1.91381 5.16910 0.45779
H: 8.47687 0.57829 2.05552

total charge	-1
gap between HOMO and LUMO	4.819	eV
energy relative to the best compared isomer or geometry (same formula, charge and spin)	22.41	kJ/mol
2S+1	1



C20H26F16INO4S | ωB97M-V with the def2-TZVPD basis set

Element x y z (Å)
I: 1.13152 -1.19097 -0.46136
S: -4.37204 1.12062 1.60046
F: -0.73945 5.77474 0.40497
F: -5.07687 -2.92303 -2.79537
F: 1.94307 5.70564 -0.62237
F: 3.29050 6.41690 1.58028
F: -1.40250 2.36160 0.03650
F: -5.37228 -3.59518 -5.44002
F: -0.19825 3.18108 1.64518
F: 3.78864 4.58636 -0.30759
F: 1.46094 5.39458 2.18902
F: -0.59104 -3.18446 -4.48175
F: -2.41674 4.62378 1.21436
F: 0.14158 -1.18275 -6.11192
F: 0.36642 -1.50617 -3.46926
F: -2.03752 -1.22101 -6.00548
F: -3.20374 -3.85219 -5.59639
F: -4.24659 -1.49860 -4.20220
O: 3.03248 0.75357 2.10813
O: -2.89942 -2.84558 -2.97910
O: 1.88463 -3.72320 4.02068
O: 0.44671 3.38395 -0.51268
N: 0.24016 -3.43527 2.33143
C: 3.25954 -1.44682 3.10926
C: 5.07313 -0.48902 1.60654
C: 2.26040 -2.07603 2.16115
C: -0.59874 3.39752 0.37692
C: -4.07578 -2.73129 -3.68316
C: -1.87331 -1.86204 -2.99721
C: 3.96255 -0.20603 2.62635
C: -0.78531 -1.91057 -4.08561
C: 1.81199 3.39662 -0.12140
C: -0.19219 -2.02887 2.21192
C: 1.51598 -3.20244 2.97918
C: -0.91988 -0.98111 -5.29522
C: 2.50737 4.74353 0.13681
C: -1.50826 -1.82502 1.51767
C: 2.65081 5.22413 1.58374
C: 1.04537 -1.26127 1.71184
C: -2.12647 -0.48305 1.91026
C: -4.23987 -3.83108 -4.73843
C: -3.65310 -0.52704 1.87416
C: -1.46806 4.65408 0.25174
H: 3.24961 4.51392 2.16247
H: -2.15741 -2.64218 1.79706
H: -4.05372 1.26526 0.31185
H: 2.00444 2.68275 0.68128
H: 2.68928 -2.67785 1.38239
H: -0.91433 0.06404 -4.97235
H: 4.88947 0.06752 0.70414
H: -4.31278 -4.80569 -4.25099
H: 5.20880 -1.53936 1.39643
H: -4.04470 -0.82572 2.83248
H: -1.41452 -1.83821 0.43978
H: -1.78998 0.28515 1.23525
H: 1.02713 -0.25334 2.07419
H: 3.49000 1.59967 2.09080
H: 2.83665 -1.28791 4.08590
H: -1.94831 4.67785 -0.72921
H: -1.84439 -0.22623 2.91984
H: -0.38263 -1.76503 3.24809
H: 4.42856 0.24602 3.49355
H: 0.46243 -3.79013 1.40013
H: 6.01418 -0.12515 1.99272
H: -4.00048 -1.21407 1.12399
H: -2.27966 -0.85673 -2.88384
H: 2.31678 2.99222 -0.99662
H: 4.03763 -2.17997 3.25594
H: -1.32844 -2.06541 -2.07731

total charge	0
gap between HOMO and LUMO	9.211	eV
2S+1	1
SMILES	C[C@@H](O)C[C@H]1C(=O)N[C@H](CCCS)[C@@H]1I.FC(F)C(F)(F)COC(F)(F)C(F)F.FC(F)C(F)(F)COC(F)(F)C(F)F



C5H10O | ωB97M-V with the def2-TZVPD basis set

Element x y z (Å)
O: 2.56633 0.38217 0.13380
C: 1.49718 -0.47617 0.49621
C: -1.78989 0.36312 -0.33203
C: -1.00866 -0.94148 -0.05869
C: -0.46870 1.14707 -0.15897
C: 0.29674 -0.17811 -0.37156
H: 1.78604 -1.53418 0.37551
H: 1.21922 -0.33484 1.55226
H: -2.61800 0.60655 0.34041
H: -2.15347 0.40488 -1.36374
H: -1.05298 -1.22233 1.00123
H: 3.01998 0.65776 0.93924
H: -0.26554 1.96581 -0.85468
H: -1.24483 -1.82215 -0.66360
H: -0.34756 1.52108 0.86512
H: 0.57860 -0.29062 -1.42519

total charge	0
gap between HOMO and LUMO	11.049	eV
energy relative to the best compared isomer or geometry (same formula, charge and spin)	103.27	kJ/mol
2S+1	1
SMILES	OCC1CCC1



C27H30F7N5O7PtS2 | ωB97M-V with the def2-TZVPD basis set

Element x y z (Å)
Pt: -2.58379 0.73917 -1.85692
S: -1.12118 1.85880 -4.35157
S: -3.61164 0.82487 -4.59945
F: 1.43490 2.03967 -4.21000
F: 0.73330 0.80228 -5.84540
F: -4.04815 -1.78761 -4.39078
F: -3.64666 -1.02926 -6.37738
F: 1.71141 1.93095 3.09082
F: -5.55609 -0.63336 -5.42204
F: 0.70603 0.04227 -3.81839
O: -4.14105 0.99930 -3.17172
O: -0.66385 -2.61349 -3.50181
O: -2.20261 -1.51084 -2.28516
O: -1.17468 2.27149 -2.93258
O: -0.94026 0.53510 -0.73073
O: -4.02976 1.79904 -5.53522
O: -1.27435 2.82630 -5.37330
N: 5.21287 -0.42211 5.58990
N: 2.07587 -2.21387 -0.48678
N: -2.07147 0.57099 -4.38658
N: -3.95289 -0.19663 -0.66882
N: 3.88175 0.12761 3.37143
C: 0.86486 0.76023 1.28269
C: -4.89981 0.87372 -0.18723
C: -4.25691 -0.80583 -5.23614
C: 0.55663 1.11608 -4.58326
C: 1.99474 -1.19000 0.43937
C: -0.00077 -1.55353 -1.50560
C: 4.94756 1.04039 5.37709
C: 3.79794 1.18664 4.38409
C: -0.08977 -0.43768 -0.66589
C: -3.66284 4.16713 1.24617
C: 2.95677 -1.04362 1.45341
C: 0.92250 -0.29115 0.35375
C: 3.19819 -3.17479 -0.51386
C: -2.96081 2.27282 -0.61611
C: 1.10042 -2.36462 -1.38777
C: -4.11259 2.09534 0.13171
C: -4.46659 3.05120 1.07435
C: 2.91433 0.00036 2.36238
C: -2.13576 3.36773 -0.45274
C: -3.26133 -0.82493 0.49112
C: 2.95492 -4.36262 0.39903
C: -4.77390 -1.24784 -1.35111
C: 5.77381 -1.05410 4.33007
C: 5.25843 -0.27594 3.12395
C: -2.50736 4.31927 0.49215
C: 1.81940 0.89245 2.23843
C: -1.02217 -1.92334 -2.57193
H: -2.73198 -0.05648 1.04923
H: -2.58233 -1.57894 0.10556
H: -3.93775 4.92176 1.97014
H: 5.34395 -0.91243 2.25186
H: 4.33607 -0.88457 5.83573
H: 1.21101 -3.17534 -2.09896
H: 4.69407 1.49628 6.33117
H: 5.85147 -0.56563 6.37293
H: 5.43970 -2.08907 4.32284
H: 5.88979 0.59587 2.92190
H: -5.60676 1.06033 -0.99609
H: 0.06555 1.48741 1.22977
H: -1.88795 5.19633 0.62596
H: 4.10859 -2.63708 -0.25789
H: 3.31099 -3.48605 -1.55024
H: -4.02119 -1.28530 1.12206
H: -5.36677 2.92295 1.66272
H: 3.80625 -5.04109 0.36023
H: -5.45138 0.46590 0.66112
H: -5.44746 -1.64883 -0.59255
H: 2.07050 -4.91669 0.08556
H: 3.72342 -1.79450 1.54187
H: -1.23940 3.49939 -1.03790
H: -5.35462 -0.79283 -2.14459
H: 2.85357 1.09567 4.91858
H: 3.84552 2.19522 3.96640
H: -4.12062 -2.02140 -1.73324
H: 6.85947 -1.02697 4.40026
H: 2.80841 -4.04935 1.43388
H: 5.88229 1.47142 5.02606

total charge	+2
gap between HOMO and LUMO	7.537	eV
energy relative to the best compared isomer or geometry (same formula, charge and spin)	87.95	kJ/mol
2S+1	1



total charge of number 2 (C38H26N7P2PdSe3)? -1